(1)
{"formula": "C42H50BrF5IN4TeV", "method": "the ωB97M-V functional and the def2-TZVPD basis", "symbols": ["V", "C", "C", "C", "C", "C", "C", "C", "N", "C", "C", "C", "C", "C", "C", "C", "N", "C", "C", "C", "C", "H", "H", "H", "H", "H", "H", "H", "H", "H", "H", "H", "H", "H", "H", "H", "H", "H", "H", "H", "H", "H", "H", "H", "H", "F", "C", "F", "C", "F", "F", "F", "Te", "C", "C", "C", "C", "C", "C", "C", "C", "C", "C", "C", "C", "H", "H", "H", "H", "H", "H", "H", "H", "H", "H", "Br", "C", "C", "C", "C", "C", "C", "I", "H", "H", "H", "H", "C", "C", "C", "C", "N", "N", "H", "H", "H", "H", "H", "H", "H", "H", "H", "H", "H", "H"], "positions_angstrom": [[0.223, 1.250, -0.407], [-1.595, -3.861, 4.053], [-2.588, -3.316, 3.014], [-3.824, -2.729, 3.718], [-3.036, -4.469, 2.112], [-1.899, -2.214, 2.230], [-1.547, -1.011, 2.849], [-0.902, -0.035, 2.128], [-0.566, -0.151, 0.836], [-0.980, -1.267, 0.205], [-1.610, -2.308, 0.878], [-0.790, -1.244, -1.252], [-1.337, -2.192, -2.101], [-1.191, -2.089, -3.481], [-0.376, -1.051, -3.932], [0.140, -0.137, -3.036], [-0.106, -0.173, -1.719], [-1.925, -3.042, -4.407], [-1.710, -2.686, -5.879], [-3.430, -2.947, -4.094], [-1.452, -4.483, -4.167], [-2.081, -4.624, 4.662], [-1.227, -3.076, 4.714], [-0.737, -4.315, 3.552], [-4.384, -3.526, 4.206], [-4.479, -2.245, 2.991], [-3.552, -1.999, 4.480], [-3.555, -5.212, 2.716], [-2.179, -4.957, 1.644], [-3.725, -4.122, 1.340], [-1.777, -0.822, 3.888], [-0.673, 0.908, 2.603], [-1.890, -3.193, 0.327], [-1.910, -3.004, -1.678], [-0.155, -0.923, -4.980], [0.772, 0.664, -3.390], [-2.031, -1.665, -6.092], [-2.300, -3.358, -6.501], [-0.665, -2.797, -6.172], [-3.787, -1.922, -4.200], [-3.649, -3.286, -3.080], [-3.989, -3.580, -4.784], [-0.413, -4.613, -4.475], [-2.070, -5.166, -4.751], [-1.540, -4.766, -3.117], [0.008, 3.977, -0.951], [0.522, 2.836, -1.618], [-0.235, 2.784, -2.791], [1.891, 3.297, -2.105], [2.697, 3.587, -1.042], [1.902, 4.374, -2.887], [2.477, 2.308, -2.809], [2.711, 0.601, 0.221], [2.560, -1.485, 0.622], [2.064, -2.357, -0.342], [2.047, -3.725, -0.114], [2.533, -4.235, 1.081], [3.021, -3.371, 2.050], [3.033, -2.001, 1.824], [4.233, 0.256, -1.242], [5.452, 0.864, -0.965], [6.542, 0.650, -1.797], [6.416, -0.177, -2.903], [5.196, -0.775, -3.183], [4.102, -0.555, -2.360], [1.707, -1.977, -1.287], [1.659, -4.391, -0.876], [2.546, -5.304, 1.252], [3.403, -3.765, 2.983], [3.423, -1.332, 2.581], [5.549, 1.501, -0.095], [7.489, 1.124, -1.577], [7.268, -0.352, -3.547], [5.093, -1.415, -4.050], [3.155, -1.016, -2.604], [-5.328, 3.144, -2.508], [-4.613, 4.247, -1.150], [-5.183, 5.494, -0.935], [-4.673, 6.333, 0.041], [-3.580, 5.939, 0.797], [-3.014, 4.692, 0.594], [-3.536, 3.843, -0.368], [-2.727, 1.902, -0.556], [-6.031, 5.797, -1.533], [-5.132, 7.298, 0.209], [-3.173, 6.596, 1.553], [-2.164, 4.381, 1.185], [2.976, 4.230, 2.809], [1.896, 3.387, 3.487], [2.487, 2.625, 4.670], [0.738, 4.272, 3.961], [1.458, 2.345, 2.533], [0.660, 2.788, 1.437], [3.462, 4.874, 3.543], [2.558, 4.872, 2.030], [3.725, 3.578, 2.358], [2.991, 3.313, 5.347], [3.210, 1.887, 4.318], [1.706, 2.106, 5.231], [1.089, 4.972, 4.720], [-0.060, 3.669, 4.402], [0.327, 4.864, 3.141], [0.957, 1.626, 3.038], [1.199, 3.505, 0.962], [-0.187, 3.250, 1.767]], "multiplicity": 4, "gap_ev": [7.1, 7.6], "e_homo_ev": [-10.1, -10.8], "total_energy_ha": -6432.3579, "total_charge": 1}



(2)
{"formula": "H4N4", "method": "the ωB97M-V functional and the def2-TZVPD basis", "symbols": ["N", "N", "N", "N", "H", "H", "H", "H"], "positions_angstrom": [[-2.180, -0.213, 0.025], [0.200, -1.137, 0.033], [-0.331, 1.094, -0.061], [-1.046, -0.035, 0.023], [0.106, -1.640, -0.807], [-0.154, -1.795, 0.900], [-0.802, 1.912, 0.184], [0.528, 0.855, -0.406]], "gap_ev": 9.5, "e_homo_ev": -8.5, "total_energy_ha": -221.2652, "total_charge": 0}



(3)
{"formula": "C5H4ClF3N2", "method": "the ωB97M-V functional and the def2-TZVPD basis", "symbols": ["C", "C", "C", "C", "C", "N", "N", "F", "F", "F", "Cl", "H", "H", "H", "H"], "positions_angstrom": [[1.923, 2.169, 0.999], [1.064, 1.627, 0.359], [1.273, -1.450, 2.495], [0.056, 0.992, -0.438], [2.908, 2.814, 1.845], [0.689, -1.985, 1.606], [-0.233, -2.202, 0.830], [2.431, 3.950, 2.385], [3.295, 2.038, 2.872], [4.034, 3.140, 1.183], [2.807, -1.074, 2.963], [0.520, 0.512, -1.297], [-0.453, 0.230, 0.151], [-0.671, 1.725, -0.787], [-0.632, -3.135, 0.890]], "gap_ev": 9.0, "e_homo_ev": -9.0, "total_energy_ha": -1062.0578, "total_charge": 0}